The following is a DFT calculation (wB97M-V/def2-TZVPD) of C39H44Cl2N3OP3W as an isolated structure in a non-equilibrium geometry.

Geometry as XYZ:
```
93
Properties=species:S:1:pos:R:3:forces:R:3
P 1.346342 1.026238 -3.657578 0.51 0.32 -3.82
C 3.021087 1.184995 -4.410806 0.24 -0.02 1.11
C 3.444666 0.524936 -5.575842 0.25 -0.35 -0.22
H 2.779655 -0.174048 -6.082865 0.18 0.22 0.09
C 4.719349 0.767457 -6.101036 -0.49 -0.08 0.09
H 5.022034 0.271606 -7.024743 -0.12 0.15 0.29
C 5.595815 1.642098 -5.454896 -0.21 0.12 0.24
H 6.588076 1.833895 -5.868670 -0.33 -0.09 0.15
C 5.193031 2.275532 -4.271842 -0.15 0.08 0.07
H 5.871540 2.960685 -3.762186 -0.20 -0.23 -0.13
C 3.924018 2.039640 -3.744428 0.21 0.14 -0.12
H 3.610333 2.520758 -2.815814 0.20 -0.06 -0.24
C 0.681397 -0.361863 -4.669022 -0.24 -0.50 0.92
C 0.990677 -1.665754 -4.228549 -0.05 -0.06 -0.18
H 1.567399 -1.794431 -3.309774 -0.13 -0.07 -0.24
C 0.587763 -2.774421 -4.972638 0.09 0.08 0.06
H 0.854574 -3.777229 -4.636410 -0.08 0.29 -0.10
C -0.146860 -2.603034 -6.152528 0.14 0.12 0.21
H -0.452614 -3.472549 -6.737575 0.08 0.28 0.20
C -0.480884 -1.315655 -6.578407 0.15 0.25 0.16
H -1.050288 -1.171530 -7.498283 0.19 -0.03 0.29
C -0.080649 -0.198969 -5.836274 -0.30 0.01 -0.11
H -0.356035 0.799734 -6.174935 0.09 -0.28 0.05
C 0.502949 2.451535 -4.460311 -0.37 0.28 1.07
C 1.044429 3.203450 -5.515646 0.18 0.29 -0.11
H 2.045410 2.984767 -5.887894 -0.31 0.05 0.06
C 0.299467 4.232315 -6.102259 0.16 -0.32 0.13
H 0.722593 4.789836 -6.939879 -0.12 -0.19 0.28
C -0.976981 4.539159 -5.625124 0.03 -0.24 0.18
H -1.559426 5.338198 -6.087288 0.20 -0.24 0.16
C -1.508494 3.816355 -4.549158 0.01 -0.19 0.08
H -2.505382 4.050742 -4.173582 0.32 -0.04 -0.09
C -0.770115 2.791696 -3.956692 -0.08 0.16 -0.26
H -1.172928 2.242901 -3.101555 0.00 0.23 -0.24
W 0.305340 -0.640754 2.350340 -0.05 0.52 -3.00
C -1.685140 -1.367031 1.903884 -0.70 -0.23 -0.06
C -2.097496 -1.555923 0.625654 -0.40 0.03 0.49
H -2.347818 -1.698631 2.712911 0.07 0.00 -0.29
C -1.146250 -1.086205 -0.458846 0.21 -0.09 -0.49
O -1.892933 -0.319446 -1.433556 0.77 -0.07 -0.17
H -1.266459 0.113848 -2.048188 -0.42 -0.45 0.49
C -0.092594 -0.337110 0.274407 -0.49 0.09 1.80
H -0.668781 -1.974630 -0.923739 -0.26 0.28 -0.20
C 0.471090 0.763303 0.665566 -0.22 -0.69 0.76
Cl -0.295183 -2.104221 4.226695 0.44 0.15 0.60
Cl 2.678703 -0.044392 2.170466 1.26 -0.45 0.39
P 1.478160 -2.773237 1.897758 -0.12 -0.64 -0.26
C 2.561563 -3.299411 3.254853 0.15 -0.06 0.19
H 1.957867 -3.553350 4.133395 0.13 0.05 -0.28
H 3.248122 -2.487142 3.518041 -0.13 -0.18 -0.13
H 3.137799 -4.178893 2.934086 -0.14 0.23 0.04
C 0.403508 -4.204275 1.604056 -0.10 -0.34 -0.03
H -0.212402 -4.040765 0.710973 0.15 0.00 0.14
H -0.258536 -4.363580 2.461767 0.19 0.05 -0.14
H 1.035526 -5.090942 1.447106 -0.25 0.17 0.05
C 2.538081 -2.786278 0.432680 0.33 -0.04 -0.25
H 3.345624 -2.056452 0.551179 -0.20 -0.21 -0.02
H 1.954273 -2.519449 -0.455722 0.06 -0.08 0.14
H 2.957325 -3.794933 0.309617 -0.08 0.26 -0.04
P -3.700478 -2.290803 0.184211 1.58 0.59 0.12
C -4.323379 -3.233335 1.571587 -0.27 -0.22 0.12
C -3.381327 -3.364247 -1.222122 -0.28 -0.19 -0.13
H -4.488166 -2.571370 2.432392 0.03 -0.18 -0.26
H -3.604882 -4.016044 1.851875 -0.16 0.26 -0.11
H -5.276232 -3.706427 1.290624 0.24 0.16 0.11
H -2.886925 -2.784965 -2.013039 -0.19 -0.10 0.20
H -4.329117 -3.772917 -1.597536 0.28 0.05 0.01
H -2.727776 -4.189552 -0.911482 -0.17 0.19 -0.04
C -4.831907 -0.984260 -0.285101 -0.33 0.01 -0.12
H -5.146833 -0.440027 0.614560 0.07 -0.14 -0.21
H -5.710945 -1.411965 -0.789585 0.20 0.21 0.15
H -4.296363 -0.295334 -0.952508 -0.18 -0.26 0.16
H 0.896933 1.675475 0.280049 -0.22 0.26 0.09
N -3.030200 3.736939 11.487527 1.23 -0.34 -2.56
C -2.527635 3.588652 10.438324 -1.27 0.41 2.44
C -1.910734 3.372626 9.158447 0.22 -0.21 -0.44
C -2.635814 2.770329 8.117271 0.07 0.12 -0.38
C -2.007001 2.440085 6.910342 0.30 0.23 0.76
C -0.626812 2.660897 6.793828 -0.61 0.03 1.02
C 0.075887 3.365661 7.779046 -0.26 -0.10 -0.02
C -0.564057 3.710250 8.965594 0.01 0.10 -0.09
N 0.097924 1.973345 5.803066 0.93 -0.45 -0.97
C 1.446259 1.592540 5.925431 -0.77 -0.27 -0.13
C 1.714737 0.746329 4.907635 -1.02 0.49 -0.64
N 0.579637 0.673306 4.071898 -1.11 1.09 1.33
C -0.388371 1.371071 4.689053 1.43 -0.20 -0.12
H -3.692114 2.534611 8.261205 0.36 0.11 -0.04
H -2.557801 1.956468 6.107172 0.05 -0.01 0.35
H 1.128323 3.609305 7.633258 -0.32 -0.10 0.12
H -0.007805 4.220545 9.757832 -0.26 -0.21 -0.32
H 2.071156 1.888883 6.748192 -0.15 -0.01 0.02
H 2.603809 0.180649 4.712808 0.07 0.15 -0.14
H -1.423284 1.414149 4.377258 0.29 0.13 -0.07
```
Positions in Å, forces in eV/Å.

Calculated values
⟨S²⟩: 2.025
Charge: +2
E, a.u.: -3762.99422
2S+1: 3
E_LUMO (alpha / beta), eV: -4.94 / -9.14